20
Properties=species:S:1:pos:R:3:forces:R:3 method="wB97M-V/def2-TZVPD" charge=+1 largest_force_ha_per_bohr=0.0228 total_energy_ev=-8925.3731 homo_energy_ev="-15.05 / -15.08" relative_energy_ev=0.378 multiplicity=2 s2=0.761 gap_ev="11.16 / 7.68"
C -1.126 -0.001 1.812 -0.24 0.06 -0.33
C 0.376 -0.057 1.591 -0.24 -0.36 -0.10
C 0.927 0.980 0.583 0.15 -0.22 0.01
C 0.312 0.878 -0.768 0.06 -0.27 0.27
C 0.931 0.205 -1.842 0.09 -0.02 0.09
N -0.878 1.403 -0.967 0.48 1.02 -0.32
H -1.473 0.996 2.088 0.03 0.12 0.04
H -1.704 -0.327 0.932 0.20 0.05 0.26
H -1.399 -0.663 2.625 -0.05 -0.13 0.08
H 0.639 -1.072 1.287 0.14 0.05 -0.12
H 0.892 0.106 2.532 0.12 0.17 0.07
H 2.003 0.842 0.481 0.00 0.07 0.02
H 0.744 1.980 0.967 -0.01 0.19 0.09
H 1.892 -0.272 -1.699 -0.09 0.02 -0.07
H 0.459 0.199 -2.815 0.07 -0.12 -0.06
H -1.207 2.100 -0.308 -0.31 -0.32 0.13
H -1.202 1.526 -1.918 -0.34 -0.25 -0.01
H -0.218 -3.234 -1.284 0.00 -0.01 0.25
H -0.236 -1.808 -0.743 -0.17 0.03 -0.07
O -0.130 -2.720 -0.468 0.10 -0.07 -0.23

=====

59
Properties=species:S:1:pos:R:3:forces:R:3 method="wB97M-V/def2-TZVPD" charge=+2 largest_force_ha_per_bohr=0.0395 total_energy_ev=-35856.0514 homo_energy_ev=-13.88 relative_energy_ev=1.025 multiplicity=1 gap_ev=9.23
C -0.901 0.444 0.071 -0.94 0.89 1.40
C -0.787 1.127 -1.264 -0.90 1.15 -0.76
C -0.879 0.180 -2.421 0.86 -0.86 -0.74
C -1.818 -0.792 -2.362 -0.95 0.79 0.49
N -1.820 -2.156 -2.949 -0.38 1.25 1.28
N 0.051 0.312 -3.414 -0.94 -0.65 0.94
N -0.433 1.431 1.160 -0.75 -1.19 -0.13
H -1.913 0.259 0.449 -0.07 0.51 -1.04
H -0.584 -0.587 0.174 1.58 0.20 -0.13
H 0.095 1.792 -1.315 -0.05 -0.63 -0.13
H -1.622 1.845 -1.406 0.30 -0.31 0.40
H -2.714 -0.544 -1.783 0.46 -0.64 0.10
H -2.540 -2.329 -3.651 0.38 0.01 -0.31
H -0.868 -2.416 -3.210 -0.31 -0.26 -0.32
H -2.040 -2.717 -2.063 0.55 -0.45 -1.08
H -0.091 -0.234 -4.243 0.45 0.27 -0.27
H 0.870 0.863 -3.239 0.40 0.16 -0.37
H -1.297 1.996 1.344 0.62 -0.11 -0.26
H 0.352 2.069 0.982 -0.02 -0.45 -0.26
H -0.213 0.874 1.989 0.25 0.22 0.11
H -0.322 -4.435 1.853 0.30 0.23 0.01
H 0.715 -3.410 1.131 -0.68 0.00 -0.13
O -0.235 -3.610 1.357 0.26 -0.36 -0.03
H -1.224 -1.312 2.952 0.72 -0.55 0.04
H -1.304 -2.390 1.746 -0.27 1.11 1.51
O -1.811 -1.719 2.313 -0.20 -0.35 -0.89
H -3.563 0.951 2.891 -0.09 0.30 0.03
H -2.591 -0.127 2.444 -0.57 0.76 -0.91
O -2.950 0.769 2.169 0.06 -1.13 1.31
H 1.325 -0.719 3.837 -0.20 -0.23 -0.07
H 1.750 0.438 2.956 -0.59 -0.07 -0.13
O 1.116 -0.313 2.987 0.48 -0.02 0.26
H 1.778 -1.498 0.643 0.34 0.10 0.21
H 2.693 -2.642 0.004 -0.33 0.67 0.22
O 1.766 -2.323 0.153 -0.25 -0.52 -0.13
H -2.235 3.840 1.363 0.25 0.32 -0.33
H -3.225 2.977 0.651 0.62 -0.19 -0.67
O -2.289 3.268 0.581 -0.95 0.38 1.05
H 3.768 2.587 -0.535 -0.15 0.14 -0.30
H 4.742 1.978 0.483 -0.19 0.05 -0.17
O 3.806 2.154 0.315 0.51 -0.48 0.80
H 3.473 1.204 -3.359 0.13 -0.14 -0.15
H 2.658 0.212 -2.491 0.40 -0.03 0.00
O 2.863 1.145 -2.620 -0.43 0.14 0.18
H 1.887 4.893 0.594 0.27 0.61 -0.32
H 2.085 4.431 -0.921 0.05 0.68 0.12
O 1.785 4.191 -0.044 -0.54 -1.20 0.09
H 2.714 2.206 1.922 -0.24 -0.40 -0.81
H 1.950 2.920 2.933 -0.61 -0.52 0.13
O 1.854 2.119 2.382 1.36 1.41 0.54
H -1.773 -4.779 -1.123 0.08 0.23 -0.17
H -1.319 -3.728 -0.111 0.52 0.01 -0.31
O -1.419 -3.876 -1.075 -0.58 -0.51 0.53
H 4.192 -4.050 -0.385 -0.04 -0.13 -0.24
H 5.023 -2.924 0.150 -0.04 0.28 -0.02
O 4.228 -3.087 -0.372 0.43 -0.44 0.14
H -4.193 0.808 0.535 0.81 0.54 -0.83
H -4.683 1.186 -0.858 0.55 0.28 0.10
O -3.884 1.252 -0.300 -1.72 -0.86 0.42

=====

57
Properties=species:S:1:pos:R:3:forces:R:3 method="wB97M-V/def2-TZVPD" charge=+3 largest_force_ha_per_bohr=0.0571 total_energy_ev=-93191.6436 homo_energy_ev=-17.59 relative_energy_ev=1.306 multiplicity=1 gap_ev=7.45
Ga 0.592 -0.253 -1.765 0.42 0.73 1.20
C -0.523 -4.653 -2.026 -0.15 0.05 0.20
C -1.096 -3.755 -0.963 -0.09 -0.68 0.29
N -1.736 -4.291 0.063 -0.11 0.52 0.22
C -2.273 -3.509 1.044 0.19 -0.95 -0.40
C -2.260 -2.152 1.002 0.15 0.23 0.08
C -2.796 -1.324 2.126 -0.07 -0.15 -0.15
O -1.705 -0.516 2.682 -1.69 -1.10 0.87
C -1.595 -1.552 -0.092 -0.26 0.43 -0.16
C -1.817 -0.161 -0.374 -0.53 -0.17 0.22
N -1.002 0.590 -1.034 -0.28 0.95 -0.47
C -1.331 1.948 -1.402 -0.04 -0.28 0.47
C -2.055 2.794 -0.575 -0.19 -0.01 0.35
C -2.331 4.099 -0.967 -0.07 0.02 0.09
C -1.860 4.583 -2.181 -0.07 0.14 0.04
C -1.121 3.758 -3.016 -0.10 0.24 0.01
C -0.878 2.465 -2.602 0.32 -0.22 -0.47
I 0.137 1.214 -3.945 0.05 -0.35 -0.61
C -0.942 -2.352 -1.037 0.17 0.30 -0.65
O -0.206 -1.840 -2.038 -0.52 -0.84 -0.46
H -0.272 -5.616 -1.587 -0.02 0.01 0.00
H 0.349 -4.220 -2.515 -0.05 0.00 0.06
H -1.275 -4.833 -2.800 0.01 0.05 0.05
H -2.743 -4.033 1.874 0.13 -0.05 -0.15
H -3.196 -1.977 2.894 0.02 -0.02 0.15
H -3.598 -0.659 1.809 -0.04 0.14 0.01
H -1.895 -0.355 3.615 -0.17 -0.08 0.14
H -2.752 0.282 -0.030 0.00 -0.03 0.04
H -2.421 2.431 0.386 0.01 0.11 -0.17
H -2.921 4.739 -0.318 0.10 -0.07 -0.07
H -2.064 5.603 -2.486 -0.02 -0.09 0.05
H -0.765 4.125 -3.973 -0.02 -0.04 0.09
N 0.024 0.854 1.806 2.45 1.59 -0.30
C 1.510 0.882 2.164 -0.24 0.06 -0.62
C 2.120 -0.518 2.154 -0.25 -0.09 -0.01
C 2.639 -1.027 0.809 -0.18 0.05 0.03
N 1.546 -1.369 -0.169 0.51 0.01 0.10
C 3.579 -0.030 0.164 0.06 0.03 -0.01
C 2.908 1.316 -0.036 -0.29 -0.03 0.10
N 1.975 1.232 -1.247 0.37 -0.11 -0.07
C 2.265 1.867 1.255 -0.29 -0.04 -0.22
H -0.554 0.190 2.337 -0.25 -0.62 0.22
H -0.128 0.622 0.839 0.11 -0.05 -0.43
H -0.389 1.773 1.946 0.06 0.21 0.06
H 1.515 1.255 3.180 0.08 0.12 0.20
H 1.433 -1.235 2.625 0.12 0.04 -0.12
H 2.995 -0.483 2.806 -0.04 0.00 0.07
H 3.182 -1.941 1.021 0.09 -0.21 0.00
H 0.838 -1.938 0.289 -0.06 0.01 0.16
H 1.958 -2.030 -0.826 0.15 -0.27 -0.01
H 3.968 -0.413 -0.788 -0.02 0.03 0.12
H 4.452 0.102 0.809 -0.05 0.01 -0.05
H 3.665 2.039 -0.312 0.13 0.20 -0.17
H 2.592 1.127 -2.050 0.32 0.21 -0.06
H 1.539 2.138 -1.418 -0.09 0.14 0.11
H 1.628 2.736 1.033 0.15 -0.09 0.00
H 3.092 2.271 1.839 0.06 -0.01 0.03

=====

11
Properties=species:S:1:pos:R:3:forces:R:3 method="wB97M-V/def2-TZVPD" charge=0 largest_force_ha_per_bohr=0.0161 total_energy_ev=-8327.9211 homo_energy_ev=-10.21 relative_energy_ev=4.519 multiplicity=1 gap_ev=9.44
C -2.363 -0.150 -0.735 0.06 -0.02 0.01
C -1.000 0.211 -0.335 0.62 -0.04 0.16
C 0.145 0.402 0.011 -0.37 -0.14 -0.01
C 1.451 0.599 0.618 0.04 0.82 0.07
O 1.765 1.594 1.220 -0.22 -0.16 -0.25
C 1.847 -1.388 0.793 0.71 -0.30 -0.15
C 2.660 -0.450 0.476 -0.73 -0.19 0.18
H -2.793 0.563 -1.447 0.19 -0.05 0.13
H -3.022 -0.187 0.140 0.18 0.05 -0.11
H -2.362 -1.143 -1.197 0.01 0.16 0.05
H 3.671 -0.052 0.456 -0.48 -0.13 -0.08